C4H6O2S | the ωB97M-V functional and the def2-TZVPD basis

- net charge = 0
- 2S+1 = 1
- HOMO-LUMO gap (spin up / spin down) (eV) = 7.55 / 8.02
- electronic energy (eV) = -19168.278
- energy relative to the best compared isomer or geometry (same formula, charge and spin) (eV) = 7.028
- HOMO level (spin up / spin down) (Eh) = -0.330 / -0.335

Each atom is followed by the atoms it is bonded to, with distances in Å.
Geometry (Å):
1 C -0.8930 1.5921 0.0225  C3 1.282, H8 1.060
2 C 0.0736 -0.8044 -0.5301  C4 1.468, S7 1.683
3 C -1.5642 1.6022 1.1145  C1 1.282, H9 1.083, H10 1.088
4 C 1.0982 -0.7552 -1.5805  C2 1.468, H11 1.092, H12 1.091, H13 1.094
5 O 1.4495 -2.3649 1.1419  S7 1.452
6 O -0.4897 -1.1069 2.0223  S7 1.447
7 S 0.5528 -1.2288 1.0263  C2 1.683, O5 1.452, O6 1.447
8 H -0.5560 2.1285 -0.8271  C1 1.060
9 H -1.6468 0.7229 1.7421  C3 1.083
10 H -2.0803 2.4828 1.4914  C3 1.088
11 H 1.5374 0.2331 -1.7287  C4 1.092
12 H 0.6121 -1.0370 -2.5155  C4 1.091
13 H 1.9066 -1.4645 -1.3791  C4 1.094